a.
DFT (ωB97M-V/def2-TZVPD) results for a gas-phase ion, C5H10N3 (charge +1).

**Charge**: +1
**Orbital gap (spin up / spin down)**: 6.0 / 8.1 eV
**LUMO energy (spin up / spin down)**: -5.26 / -4.14 eV

Element x y z (Å)
C: 0.4073 -0.9704 0.5061
C: 0.2923 2.3527 -1.3069
C: -0.1448 -2.2131 1.2356
C: -0.1756 0.3892 -0.0430
C: -1.5231 -2.4176 1.6226
N: 1.6775 -1.1925 0.3611
N: 1.1360 3.0562 -2.0662
N: 0.5959 1.1692 -0.8106
H: -0.6781 2.7752 -1.0909
H: 0.6414 -2.9186 1.4359
H: -1.1685 0.7060 0.2135
H: -1.8603 -3.4124 1.3148
H: -2.1894 -1.6516 1.2361
H: -1.5959 -2.4378 2.7179
H: 2.2733 -0.4854 -0.0553
H: 0.8545 3.9502 -2.4319
H: 2.0600 2.7220 -2.2919
H: 1.5138 0.7738 -1.0363

***

b.
DFT (ωB97M-V/def2-TZVPD) results for 2 unconnected molecules or ions with the total composition C5H10N3.

**Charge**: +1
**Orbital gap**: 10.3 eV
**LUMO energy**: -2.92 eV

Element x y z (Å)
C: 1.1377 -0.4141 -2.4340
C: 2.1792 0.1268 -1.6673
C: 0.4854 -0.3705 -0.2760
C: -1.2890 1.2282 1.3339
C: -0.6627 -0.1426 1.4683
N: 0.1482 -0.5841 -1.5389
N: 1.6986 0.1835 -0.4046
N: -1.4788 -1.1750 1.4793
H: 0.9308 -0.4785 -3.4958
H: 3.1884 0.5935 -1.9347
H: -1.7291 1.7124 2.2021
H: -0.4710 1.8035 1.0418
H: -1.9950 1.2782 0.4168
H: 0.1720 -0.2800 2.0650
H: 2.2288 0.6748 0.3982
H: -1.3420 -2.1537 1.7446
H: -0.7505 -1.0447 -1.7043
H: -2.4511 -0.9577 1.3054

***

Here are the energies relative to the best structure, in hartree: a 0.0859; b 0.0000.

***

a.
DFT (ωB97M-V/def2-TZVPD) results for a molecular structure, C3H3O2S.

**Charge**: -1
**Orbital gap**: 7.6 eV
**LUMO energy**: 3.84 eV

Element x y z (Å)
C: 0.4880 0.4550 0.1326
C: 0.3722 0.5677 -1.3560
C: -0.5649 -0.5599 0.9435
O: 1.3453 0.9217 0.8272
O: -0.0739 1.5332 -1.9583
S: 0.8497 -1.0152 -1.7754
H: -0.7062 -1.2980 0.1783
H: -0.3605 -0.9024 1.9543
H: -1.3497 0.2977 1.0538

***

b.
DFT (ωB97M-V/def2-TZVPD) results for 2 unconnected molecules or ions with the total composition C3H3O2S.

**Charge**: -1
**Orbital gap**: 4.5 eV
**LUMO energy**: 1.18 eV

Element x y z (Å)
C: -0.0257 1.5620 0.2882
C: -0.3355 2.7127 0.5028
C: 0.2214 0.1558 -0.0738
O: -4.8482 0.6251 3.5993
O: -5.7251 0.8199 1.3128
S: -4.5561 0.9710 2.1968
H: 1.2928 -0.0647 -0.1070
H: -0.2448 -0.5163 0.6567
H: -0.2027 -0.0652 -1.0620

***

c.
DFT (ωB97M-V/def2-TZVPD) results for a molecular structure, C3H3O2S.

**Charge**: -1
**Orbital gap**: 7.3 eV
**LUMO energy**: 3.84 eV

Element x y z (Å)
C: -0.8955 -1.3179 -0.0767
C: -0.4300 0.1827 0.2385
C: 0.8787 0.8657 -0.1945
O: -1.9178 -1.6369 -0.5856
O: -1.2229 0.9528 0.7919
S: 0.2789 -2.0615 0.8170
H: 0.8909 1.7747 0.4247
H: 1.7721 0.0896 -0.1388
H: 0.6454 1.1507 -1.2766

***

Here are the energies relative to the best structure, in hartree: a 0.0070; b 0.1323; c 0.0000.

***

a.
DFT (ωB97M-V/def2-TZVPD) results for 2 unconnected molecules or ions with the total composition C2HFN2O4.

**Charge**: 0
**Orbital gap (spin up / spin down)**: 8.4 / 8.5 eV
**LUMO energy (spin up / spin down)**: -1.76 / -1.73 eV
**SMILES**: O=NC(=O)N=O.O=CF

Element x y z (Å)
C: 0.2011 -1.3833 -1.2680
C: -0.6745 0.3951 0.4582
N: -0.2253 0.5515 1.7897
N: -0.0579 1.4697 -0.1564
O: 0.5513 1.4101 2.0883
O: 0.4282 -0.5361 -2.0623
O: -1.4189 -0.4256 0.0663
O: 0.6474 2.2174 0.4369
F: 1.0593 -1.5764 -0.2475
H: -0.5106 -2.1225 -1.1052

***

b.
DFT (ωB97M-V/def2-TZVPD) results for a single C2HFN2O4 molecule.

**Charge**: 0
**Orbital gap**: 10.2 eV
**LUMO energy**: -1.16 eV
**SMILES**: O=[N+]([O-])C(=CF)[N+](=O)[O-]

Element x y z (Å)
C: -1.3272 -0.5617 0.0856
C: -0.0530 -0.0697 0.0239
N: 0.1568 1.4040 -0.1083
N: 1.2393 -0.7778 0.0066
O: -0.8284 2.0726 0.0055
O: 1.8429 -0.5850 0.9868
O: 1.2477 1.7736 -0.2592
O: 1.4864 -1.4063 -0.9829
F: -1.5418 -1.8551 0.4180
H: -2.2227 0.0053 -0.1760

***

Here are the energies relative to the best structure, in hartree: a 0.0000; b 0.0467.

***

a.
DFT (ωB97M-V/def2-TZVPD) results for 4 unconnected molecules or ions with the total composition C3H14N2O3.

**Charge**: 0
**Orbital gap**: 9.3 eV
**LUMO energy**: 0.65 eV
**SMILES**: [H]/N=C/NCC.O.O.O

Element x y z (Å)
C: -1.5006 1.3916 -0.3936
C: -0.4899 0.5276 0.4435
N: -1.3140 -0.7303 0.7808
C: -0.8735 -1.5605 1.7703
N: -1.8446 -2.4248 2.0644
H: -2.4270 0.8981 -0.6518
H: -1.0218 1.6181 -1.3221
H: -1.6049 2.2774 0.1010
H: 0.4049 0.0906 -0.1795
H: 0.1154 1.0490 1.2334
H: -2.2983 -0.6329 0.4008
H: 0.1522 -1.4566 2.2146
H: -1.8623 -3.0670 2.9023
H: 0.0472 -1.5211 -1.2417
H: -0.6171 -1.9225 -2.6402
O: -0.0539 -1.3606 -2.2368
H: 1.1555 1.0926 -1.1606
H: 1.8374 1.6446 -2.4051
O: 2.0158 1.4857 -1.4527
H: 3.0366 0.9533 -0.0926
H: 3.7893 1.1534 1.2103
O: 3.3536 0.4943 0.6552

***

b.
DFT (ωB97M-V/def2-TZVPD) results for 3 unconnected molecules or ions with the total composition C3H14N2O3.

**Charge**: 0
**Orbital gap**: 8.6 eV
**LUMO energy**: 0.36 eV
**SMILES**: NCNCCO.O.O

Element x y z (Å)
C: -0.8228 0.1389 1.5480
C: -0.7720 1.3381 0.5661
O: 0.5856 1.6903 0.4253
N: -0.4093 -1.1737 0.9558
C: 0.9903 -1.6681 1.1370
N: 1.8555 -1.3216 0.1041
H: -1.7892 0.0390 2.0235
H: -0.1202 0.3611 2.2457
H: -1.2746 1.1036 -0.3974
H: -1.3424 2.2357 1.0534
H: 0.7409 2.4027 -0.2754
H: -0.8061 -1.3607 0.0999
H: 0.9527 -2.7625 1.1763
H: 1.2455 -1.2776 2.1819
H: 2.1645 -0.3026 -0.0273
H: 1.6930 -1.7610 -0.7710
H: -2.1198 0.1540 -2.2890
H: -0.9012 -0.5268 -1.6459
O: -1.7270 -0.7292 -1.8560
H: 0.1085 0.6152 -1.6927
H: 1.3537 1.4208 -2.2225
O: 0.3944 1.3846 -2.3399

***

c.
DFT (ωB97M-V/def2-TZVPD) results for 4 unconnected molecules or ions with the total composition C3H14N2O3.

**Charge**: 0
**Orbital gap**: 9.6 eV
**LUMO energy**: 0.63 eV
**SMILES**: CC/N=C\N.O.O.O

Element x y z (Å)
C: -1.9960 0.6564 -1.3355
C: -1.2264 -0.5585 -0.8649
N: 0.2721 -1.2775 1.3256
C: -1.1540 -1.2332 1.4146
N: -1.9062 -1.0875 0.3718
H: -3.0450 0.4989 -1.1637
H: -1.6033 1.5696 -0.8219
H: -1.8294 0.7370 -2.4016
H: -1.1162 -1.3936 -1.5709
H: -0.1757 -0.1597 -0.6103
H: 0.6159 -2.0000 1.9495
H: 0.7008 -1.3585 0.4028
H: -1.5325 -1.3557 2.4242
H: 0.8319 1.7274 -1.3343
H: 1.6799 2.1119 -0.1405
O: 1.7328 1.9753 -1.0896
H: 2.5242 -1.3543 -1.5231
H: 2.0056 0.0852 -1.2561
O: 1.8683 -0.8489 -1.0363
H: 0.5628 1.7563 2.3402
H: 1.1274 0.6623 1.4738
O: 1.0177 1.6037 1.5089

***

Here are the energies relative to the best structure, in hartree: a 0.0685; b 0.0715; c 0.0000.

***

a.
DFT (ωB97M-V/def2-TZVPD) results for a single C3H2N4 molecule.

**Charge**: 0
**Orbital gap (spin up / spin down)**: 8.9 / 8.9 eV
**LUMO energy (spin up / spin down)**: -0.50 / -0.50 eV

Element x y z (Å)
N: -2.6840 -0.8344 -1.0787
C: -1.7252 -0.9018 -0.4360
C: 0.3535 -0.7239 -0.8638
C: 1.1378 0.3224 -0.4166
N: 0.7208 0.6806 0.8301
N: -0.3251 0.0454 1.2592
N: -0.5237 -0.8208 0.2139
H: 1.8893 0.8741 -0.9531
H: 1.1565 1.3583 1.4450

***

b.
DFT (ωB97M-V/def2-TZVPD) results for a single C3H2N4 molecule.

**Charge**: 0
**Orbital gap**: 10.7 eV
**LUMO energy**: 0.45 eV
**SMILES**: N#Cc1c[nH]nn1

Element x y z (Å)
C: 1.9712 -0.2072 0.0800
C: 0.5850 -0.3008 0.0827
C: -0.2462 0.7736 -0.0768
H: 0.1234 1.8255 -0.0132
H: -2.3448 0.6477 0.2337
N: 3.1245 -0.4201 -0.1184
N: -1.4786 0.2558 -0.1069
N: -1.4804 -1.1335 -0.0251
N: -0.2542 -1.4410 -0.0561

***

Here are the energies relative to the best structure, in hartree: a 0.1021; b 0.0000.

***

a.
DFT (ωB97M-V/def2-TZVPD) results for 2 unconnected molecules or ions with the total composition C3H10N.

**Charge**: +1
**Orbital gap**: 8.9 eV
**LUMO energy**: -5.56 eV

Element x y z (Å)
C: -5.3004 4.6949 2.2724
H: -4.4613 4.0076 2.3533
H: -5.6129 5.0324 3.2566
H: -5.0494 5.5528 1.6859
H: -6.1094 4.0807 1.8722
C: 1.8584 -0.6769 -0.9355
C: 2.7156 -2.9163 -0.6888
N: 1.7896 -2.1476 -1.0663
H: 2.5241 -0.3340 -1.7361
H: 0.9004 -0.1951 -1.0115
H: 2.3728 -0.4132 -0.0126
H: 3.6118 -2.6137 -0.1727
H: 2.5885 -3.9677 -0.8815
H: 0.9525 -2.5145 -1.5045

***

b.
DFT (ωB97M-V/def2-TZVPD) results for a gas-phase ion, C3H10N (charge +1).

**Charge**: +1
**Orbital gap**: 13.0 eV
**LUMO energy**: -3.80 eV
**SMILES**: CC(C)[NH3+]

Element x y z (Å)
C: 0.8663 -1.0591 -0.1903
C: -1.4501 -0.2663 0.0756
C: 0.0344 -0.0017 0.4944
N: 0.5455 1.3391 -0.0738
H: 0.6062 -1.2157 -1.2512
H: 1.9857 -0.8850 -0.0891
H: 0.5801 -2.0064 0.3166
H: -1.5820 0.0191 -0.9810
H: -2.1629 0.4168 0.6376
H: -1.7600 -1.2713 0.2197
H: 0.3826 0.0384 1.5052
H: -0.0569 2.1653 0.2587
H: 0.7240 1.2781 -1.1135
H: 1.4923 1.4055 0.2746

***

Here are the energies relative to the best structure, in hartree: a 0.0346; b 0.0000.